{
  "formula": "C3H13N2OS2",
  "method": "the ωB97M-V functional and the def2-TZVPD basis",
  "elements": ["S", "S", "C", "C", "C", "N", "N", "H", "H", "H", "H", "H", "H", "H", "H", "H", "H", "H", "H", "H", "O"],
  "positions_angstrom": [[2.94753, 3.08758, 1.48142], [2.19526, 1.46329, 0.73374], [0.57928, 1.62359, -0.25717], [0.21458, 0.18402, -0.42757], [-0.65854, -0.26463, -1.58692], [-0.35001, -1.66974, -1.96096], [-0.32157, -0.56430, 0.79971], [3.78923, 3.67602, 0.60581], [0.72834, 2.24844, -1.16430], [-0.00249, 2.33377, 0.26690], [1.09359, -0.49228, -0.63746], [-0.66152, 0.44731, -2.41057], [-1.73676, -0.17178, -1.33904], [0.66133, -1.65812, -2.03313], [-0.84992, -1.92653, -2.78562], [-0.88169, 0.09133, 1.33909], [0.33303, -1.19705, 1.27541], [-0.97658, -1.27108, 0.45258], [-1.80136, -2.73950, 2.74813], [-2.57118, -1.36494, 2.46592], [-1.73057, -1.83540, 2.43403]],
  "nbo_charge": [-0.059, 0.044, -0.563, -0.085, -0.249, -0.840, -0.681, 0.139, 0.269, 0.249, 0.223, 0.216, 0.194, 0.362, 0.395, 0.443, 0.465, 0.467, 0.510, 0.495, -0.994],
  "charge": 1,
  "lumo_ha": -0.1150,
  "multiplicity": 1,
  "total_energy_ev": -30012.6254,
  "orbital_gap_ev": 9.4
}

{
  "formula": "C4H6N2O",
  "method": "the ωB97M-V functional and the def2-TZVPD basis",
  "elements": ["N", "C", "C", "C", "C", "O", "N", "H", "H", "H", "H", "H", "H"],
  "positions_angstrom": [[1.79338, -0.74824, 1.25068], [0.77624, -0.35886, 0.36366], [0.80556, -0.16564, -0.98614], [-0.45871, 0.41218, -1.36507], [-1.18781, 0.54538, -0.22381], [-2.42447, 1.03439, 0.07012], [-0.43861, 0.09545, 0.83708], [2.37910, -1.47924, 0.87496], [1.46863, -1.02586, 2.16497], [1.64477, -0.36647, -1.63940], [-0.75479, 0.71989, -2.35723], [-2.76971, 1.45762, -0.72399], [-0.83359, -0.12061, 1.73418]],
  "nbo_charge": [-0.814, 0.290, -0.354, -0.387, 0.416, -0.675, -0.557, 0.380, 0.367, 0.218, 0.217, 0.489, 0.409],
  "lumo_ha": 0.0321,
  "multiplicity": 1,
  "total_energy_ev": -9272.5022,
  "orbital_gap_ev": 7.8
}

{
  "formula": "HO3S3",
  "method": "the ωB97M-V functional and the def2-TZVPD basis",
  "elements": ["O", "S", "O", "O", "S", "S", "H"],
  "positions_angstrom": [[1.11821, -2.47872, -0.10228], [0.72290, -1.44986, -1.06305], [-0.43164, -1.86621, -1.86703], [0.16282, 0.18348, 0.07752], [2.62976, -0.77213, -2.42396], [2.32047, 0.98027, -3.21022], [1.14762, 0.58692, 0.07960]],
  "nbo_charge": [-0.938, 1.859, -0.923, -0.939, -0.098, -0.410, 0.449],
  "charge": -1,
  "lumo_ha": 0.0854,
  "multiplicity": 1,
  "total_energy_ev": -38664.4516,
  "orbital_gap_ev": 6.3
}

{
  "formula": "C8H32N2O8",
  "method": "the ωB97M-V functional and the def2-TZVPD basis",
  "elements": ["N", "C", "N", "O", "H", "H", "H", "H", "C", "O", "H", "H", "H", "H", "C", "O", "H", "H", "H", "H", "C", "O", "H", "H", "H", "H", "C", "O", "H", "H", "H", "H", "C", "O", "H", "H", "H", "H", "C", "O", "H", "H", "H", "H", "C", "O", "H", "H", "H", "H"],
  "positions_angstrom": [[-2.90328, 0.42110, -1.14038], [-4.21890, 0.22578, -0.84071], [-4.67631, -1.04858, -1.04232], [-4.94199, 1.09944, -0.38505], [-2.41178, -0.36409, -1.54401], [-2.56311, 1.37827, -1.18657], [-4.13030, -1.82400, -1.37346], [-5.66177, -1.20683, -0.94337], [-0.75500, -0.55833, 2.66025], [-0.78329, -0.51366, 4.08567], [-1.53099, -1.17172, 2.21043], [-1.01156, 0.44898, 2.28944], [0.24838, -0.68695, 2.24813], [-0.46430, 0.36199, 4.31410], [3.90052, -1.06831, 1.54007], [3.69759, -1.45374, 2.88872], [3.15109, -0.37639, 1.14095], [4.85022, -0.53162, 1.51107], [3.97846, -1.92315, 0.86302], [3.09106, -2.19878, 2.89601], [-0.95908, -1.58493, -3.21357], [-1.80970, -2.14711, -2.21463], [-1.32867, -0.58034, -3.42684], [0.05365, -1.48902, -2.81992], [-0.96521, -2.12746, -4.15892], [-1.60749, -3.08754, -2.17867], [-0.17532, -3.35470, 0.40082], [0.35520, -4.37566, -0.41357], [-1.20886, -3.17396, 0.09853], [-0.15820, -3.53051, 1.47805], [0.29714, -2.38519, 0.18767], [1.22062, -4.65271, -0.10594], [-0.99995, 3.53251, -2.27226], [-1.32447, 2.83908, -1.04832], [-1.93661, 3.73660, -2.79943], [-0.38019, 4.40224, -2.08224], [-0.53736, 2.77959, -2.91040], [-1.85280, 3.44178, -0.51352], [1.43951, 0.95193, -1.15370], [0.62539, 0.36591, -0.14807], [1.26069, 2.02916, -1.15847], [2.47765, 0.78459, -0.87363], [1.24049, 0.50898, -2.12999], [-0.28226, 0.68162, -0.22443], [3.03071, 2.69625, 2.33055], [4.23097, 3.39603, 2.55806], [3.00848, 1.80525, 2.96098], [2.13922, 3.31559, 2.45768], [2.91752, 2.20298, 1.35141], [4.36417, 4.00961, 1.83077]],
  "nbo_charge": [-0.887, 0.774, -0.859, -0.676, 0.401, 0.422, 0.398, 0.400, -0.262, -0.722, 0.184, 0.158, 0.175, 0.465, -0.252, -0.716, 0.162, 0.181, 0.160, 0.465, -0.257, -0.754, 0.179, 0.175, 0.179, 0.488, -0.263, -0.735, 0.179, 0.170, 0.178, 0.470, -0.260, -0.752, 0.181, 0.182, 0.185, 0.482, -0.244, -0.747, 0.172, 0.178, 0.157, 0.486, -0.258, -0.712, 0.192, 0.159, 0.156, 0.463],
  "lumo_ha": 0.0116,
  "multiplicity": 1,
  "total_energy_ev": -28172.7448,
  "orbital_gap_ev": 9.9
}

{
  "formula": "C2H6OS2",
  "method": "the ωB97M-V functional and the def2-TZVPD basis",
  "elements": ["C", "C", "S", "H", "H", "H", "H", "H", "H", "O", "S"],
  "positions_angstrom": [[-0.42511, -0.74640, -1.02583], [-0.49394, 0.50463, -0.17294], [-1.74253, 0.53744, 1.16432], [-1.34912, -0.93973, -1.62982], [0.28100, -0.66690, -1.91187], [-0.19093, -1.73218, -0.52038], [-0.85081, 1.34601, -0.72555], [0.47537, 0.74388, 0.38101], [-1.18342, -0.26967, 2.04987], [2.18097, 0.09139, 1.15577], [3.29850, 1.13152, 1.23541]],
  "nbo_charge": [-0.638, -0.522, -0.064, 0.216, 0.214, 0.219, 0.216, 0.241, 0.113, -0.661, 0.667],
  "lumo_ha": [-0.0763, -0.0767],
  "multiplicity": 1,
  "total_energy_ev": -25886.7628,
  "orbital_gap_ev": [6.7, 6.7]
}

{
  "formula": "C8H10N2O4RuS2Se",
  "method": "the ωB97M-V functional and the def2-TZVPD basis",
  "elements": ["Ru", "C", "C", "O", "N", "C", "C", "C", "C", "C", "C", "N", "H", "H", "H", "H", "H", "H", "H", "H", "H", "H", "Se", "O", "S", "O", "O", "S"],
  "positions_angstrom": [[-0.96145, -0.13505, 1.97604], [-2.73292, -1.74442, -1.03631], [-1.51652, -1.83633, -0.18114], [-1.62024, -1.92472, 1.07350], [-0.32431, -1.86556, -0.77309], [0.90023, -1.86776, 0.00593], [1.44043, -0.47953, 0.20567], [2.61445, -0.09937, -0.40811], [3.08699, 1.19700, -0.25364], [2.35604, 2.07733, 0.51186], [1.18472, 1.63838, 1.10330], [0.73483, 0.38607, 0.96004], [-3.43673, -1.05952, -0.56755], [-3.19062, -2.73308, -1.09382], [-2.48993, -1.38993, -2.03465], [-0.29363, -1.42335, -1.68328], [1.64303, -2.47023, -0.51359], [0.69250, -2.34553, 0.96291], [3.14950, -0.81824, -1.01287], [4.00256, 1.50777, -0.73806], [2.65773, 3.10438, 0.65095], [0.57136, 2.30012, 1.69156], [-0.28230, 0.28502, 4.02423], [-2.81997, 2.37738, -1.35874], [-1.54587, 2.01765, -0.79998], [-0.60064, 3.07772, -0.55168], [-0.95117, 0.80404, -1.34907], [-2.26803, 1.41977, 1.18955]],
  "nbo_charge": [0.593, -0.704, 0.738, -0.689, -0.555, -0.273, 0.220, -0.237, -0.127, -0.230, 0.113, -0.395, 0.268, 0.249, 0.245, 0.436, 0.226, 0.245, 0.225, 0.229, 0.242, 0.248, -0.202, -0.943, 2.311, -0.968, -1.042, -0.223],
  "lumo_ha": [-0.0700, -0.0600],
  "multiplicity": 1,
  "total_energy_ev": -109226.9737,
  "orbital_gap_ev": [6.1, 6.5]
}

{
  "formula": "C4H8NS",
  "method": "the ωB97M-V functional and the def2-TZVPD basis",
  "elements": ["C", "N", "C", "C", "S", "C", "H", "H", "H", "H", "H", "H", "H", "H"],
  "positions_angstrom": [[-1.68994, 0.63485, -0.15786], [-0.34220, 0.20237, -0.08484], [0.37999, 0.18306, 1.01625], [1.67480, -0.52801, 0.95478], [1.91346, -1.10525, -0.75878], [0.20957, -0.37006, -1.33757], [-1.71559, 1.52989, -0.73921], [-2.20021, -0.20213, -0.51275], [-1.98448, 0.81626, 0.94957], [-0.13760, 0.52551, 1.87280], [1.62064, -1.19483, 1.70480], [2.48787, 0.12741, 1.05343], [-0.45001, -1.16029, -1.94819], [0.23370, 0.54121, -2.01242]],
  "nbo_charge": [-0.406, -0.239, 0.305, -0.593, 0.272, -0.350, 0.245, 0.238, 0.229, 0.238, 0.261, 0.282, 0.275, 0.243],
  "charge": 1,
  "lumo_ha": -0.1811,
  "multiplicity": 1,
  "total_energy_ev": -16594.6843,
  "orbital_gap_ev": 8.7
}

{
  "formula": "C3H4CuLiO4",
  "method": "the ωB97M-V functional and the def2-TZVPD basis",
  "elements": ["H", "C", "C", "O", "H", "H", "O", "C", "O", "Cu", "H", "Li", "O"],
  "positions_angstrom": [[1.63229, 0.12616, 0.72970], [0.75219, -0.44640, 1.02224], [0.72343, -1.89537, 1.14585], [0.70985, -0.99829, 2.27466], [-0.20695, -2.43594, 0.97260], [1.65449, -2.44734, 1.00277], [-0.27613, 0.15359, -1.64022], [-0.70408, 0.64645, -0.61982], [-0.37207, 0.33356, 0.61715], [-0.04340, -0.31535, -3.39486], [-1.00133, 2.16776, 0.40401], [-1.71030, 3.22257, -1.94047], [-1.15799, 1.88860, -0.57360]],
  "nbo_charge": [0.199, 0.290, -0.119, -0.389, 0.219, 0.232, -0.797, 1.085, -0.469, 0.941, 0.581, 0.991, -0.764],
  "charge": 2,
  "lumo_ha": [-0.3141, -0.4467],
  "multiplicity": 3,
  "total_energy_ev": -56188.4040,
  "orbital_gap_ev": [8.0, 5.9]
}